A molecular structure, C2H5FSi, computed with the ωB97M-V functional and the def2-TZVPD basis.

The geometry in ORCA input format:
```
! wB97M-V def2-TZVPD RIJCOSX def2/J DEFGRID3
* xyz 0 1
C 0.52609 -1.31468 0.45022
C 0.58177 -0.30733 -0.40218
F 1.27558 -2.40024 0.58138
Si -0.61677 1.14987 -0.26684
H -0.41893 -1.25583 1.52816
H 1.40275 -0.39913 -1.16340
H -0.25728 2.09333 0.73836
H -1.77313 0.41855 -0.03637
H -0.72009 2.01547 -1.42933
*
```

Values from the calculation:
* ΔE to the lowest compared entry with this formula, charge and spin: 297.36 kJ/mol
* orbital gap: 11.29 eV
* LUMO: 0.0429 hartree

---

A molecular structure, C2H5IN2, computed with the ωB97M-V functional and the def2-TZVPD basis.

The geometry in ORCA input format:
```
! wB97M-V def2-TZVPD RIJCOSX def2/J DEFGRID3
* xyz 0 1
C -0.45081 0.42505 -1.09539
C 0.51660 -0.02867 0.01322
N -1.04790 -0.94067 -0.87679
N -0.12113 -1.17565 -0.03560
I 2.82365 0.03837 -0.07899
H -1.30570 0.94424 -0.95680
H -0.02887 0.63619 -2.11954
H -0.35242 1.19306 2.06489
H 0.10738 0.85855 2.52179
H -0.14078 -1.95047 0.56323
*
```

Values from the calculation:
* ΔE to the lowest compared entry with this formula, charge and spin: 399.71 kJ/mol
* orbital gap (spin up / spin down): 7.65 / 7.57 eV
* LUMO (spin up / spin down): -0.0187 / -0.0168 hartree

---

2 unconnected molecules or ions with the total composition C2H5IN2, computed with the ωB97M-V functional and the def2-TZVPD basis.

The geometry in ORCA input format:
```
! wB97M-V def2-TZVPD RIJCOSX def2/J DEFGRID3
* xyz 0 1
C 0.99809 0.62881 -0.01866
C 0.52596 -0.90351 -0.07219
N -0.65145 -1.11745 0.49192
N -2.12118 1.03023 0.15156
I -3.82412 0.17167 -0.07690
H 0.39829 1.33852 -0.51850
H 1.09440 0.89792 1.07481
H 1.94420 0.57955 -0.39115
H 1.26650 -1.60999 0.57785
H 0.36931 -1.01573 -1.21874
*
```

Values from the calculation:
* ΔE to the lowest compared entry with this formula, charge and spin: 727.61 kJ/mol
* orbital gap (spin up / spin down): 5.96 / 5.88 eV
* LUMO (spin up / spin down): -0.0693 / -0.0710 hartree

---

2 unconnected molecules or ions with the total composition C2H5IN2, computed with the ωB97M-V functional and the def2-TZVPD basis.

The geometry in ORCA input format:
```
! wB97M-V def2-TZVPD RIJCOSX def2/J DEFGRID3
* xyz 0 1
C 0.83526 1.43400 0.24823
C 0.77492 0.17494 0.96126
N 0.50623 -0.80282 1.51356
H 0.10949 1.08736 -0.46158
H 0.34837 2.17319 0.91155
H 1.80409 1.67687 -0.36207
N -1.26929 -1.51013 -0.48053
I -0.56586 -1.76626 -2.25834
H -1.10759 -2.04972 0.21165
H -1.43561 -0.41744 -0.28372
*
```

Values from the calculation:
* ΔE to the lowest compared entry with this formula, charge and spin: 112.12 kJ/mol
* orbital gap: 8.58 eV
* LUMO: 0.0093 hartree

---

Question: Which value of ΔE to the lowest compared entry with this formula, charge and spin does entry 1 give?
Answer: 297.36 kJ/mol

---

Question: The highest ΔE to the lowest compared entry with this formula, charge and spin belongs to which entry?
Answer: number 3

---

Question: Which formula does entry 1 have?
Answer: C2H5FSi